# 1
Density functional theory data (ωB97M-V/def2-TZVPD) for a molecular structure, C11H30N2P2SeTl in a non-equilibrium geometry.

Kohn-Sham gap: 6.62 eV
LUMO level: -3.130 eV

Geometry as ORCA input:
```
! RIJCOSX wB97M-V def2-TZVPD def2/J DEFGRID3
* xyz 1 1
Tl -0.42640 0.45848 -1.40314
H -2.44712 -0.36798 -2.01374
H -2.57220 0.37430 -1.93716
P 0.13825 -2.61223 -1.37951
P 0.35047 3.28174 -1.38410
C 0.76389 4.48744 0.00584
H 0.89412 5.57144 -0.17627
H -0.00996 4.40266 0.77782
H 1.63571 4.09386 0.54971
C 1.70908 3.87897 -2.52206
H 1.54009 3.38762 -3.50094
H 1.89719 4.94284 -2.71774
H 2.66742 3.43456 -2.17219
C -1.03283 4.22153 -2.20981
H -1.96888 4.00035 -1.66782
H -1.02279 5.29946 -2.42027
H -1.22832 3.71662 -3.16560
C 1.64832 -3.27820 -2.26751
H 1.65979 -4.37352 -2.34974
H 1.65259 -2.80824 -3.27329
H 2.56428 -2.88140 -1.76968
C 0.22118 -3.64014 0.14286
H -0.66444 -3.40136 0.75361
H 0.34177 -4.73059 0.03996
H 1.02701 -3.22589 0.76090
C -1.06238 -3.57200 -2.43000
H -1.10042 -3.06562 -3.41037
H -0.82284 -4.63227 -2.55688
H -2.08591 -3.40200 -2.03829
H 0.47685 0.07566 -3.00225
H 1.29863 0.20243 -2.62009
C 1.75828 0.12425 1.99201
N 0.67374 -0.54770 2.82956
C 0.83524 -1.23907 4.02548
C -0.40906 -1.50867 4.49861
N -1.38656 -0.98943 3.60488
C -2.86321 -0.93290 3.79445
C -0.68035 -0.30516 2.58498
Se -1.30575 0.92336 1.31441
H 2.78949 0.01055 2.46583
H 1.54716 1.21016 1.85881
H 1.77108 -0.25304 0.96083
H 1.81834 -1.50972 4.37515
H -0.64176 -2.03250 5.41738
H -3.32493 -1.94244 3.85994
H -3.16797 -0.42925 4.73685
H -3.45591 -0.41694 3.03853
*
```

# 2
Density functional theory data (ωB97M-V/def2-TZVPD) for 4 unconnected molecules or ions with the total composition C11H30N4O4Si2.

Kohn-Sham gap: 9.43 eV
LUMO level: 0.458 eV

Geometry as ORCA input:
```
! RIJCOSX wB97M-V def2-TZVPD def2/J DEFGRID3
* xyz 0 1
H -5.24744 6.98218 0.21140
N -5.03736 6.00184 0.38576
C -5.48562 5.27033 -0.54658
C -5.35596 3.77391 -0.52960
Si -3.88813 3.03098 0.38076
O -2.66929 2.65976 -0.67629
Si -2.17805 3.41474 -2.05926
H -6.01764 5.68679 -1.40977
H -5.42444 3.38229 -1.54697
H -6.23296 3.37692 -0.00481
H -3.41187 3.89807 1.46945
H -4.33518 1.74893 0.96939
H -0.90513 2.80912 -2.48550
H -3.18414 3.25325 -3.12894
H -1.99238 4.85832 -1.78737
C -3.15179 -1.41412 -0.18390
N -3.90258 -0.64217 -1.15440
C -4.87123 -1.05247 -2.00570
C -5.24782 -2.51867 -1.98159
O -5.42081 -0.26610 -2.76387
H -3.32650 -1.03130 0.82437
H -2.08155 -1.38157 -0.38037
H -3.47004 -2.45244 -0.21267
H -3.70304 0.34489 -1.22553
H -6.03044 -2.66889 -2.71884
H -4.39256 -3.14962 -2.22651
H -5.61456 -2.81613 -0.99837
C 3.03509 -2.81779 1.84743
N 1.80812 -2.23758 1.33887
C 1.02166 -2.68451 0.32721
C 1.44850 -3.94890 -0.38315
O 0.00985 -2.07992 0.00824
H 2.92253 -3.08064 2.90078
H 3.85699 -2.10502 1.76096
H 3.29392 -3.71443 1.29494
H 1.46941 -1.39144 1.76936
H 0.71443 -4.15649 -1.15538
H 2.43111 -3.83218 -0.84166
H 1.49640 -4.79280 0.30606
C 7.03278 0.84866 2.27625
N 7.05093 -0.59684 2.30995
C 7.46386 -1.45995 1.34101
C 7.97588 -0.86273 0.04957
O 7.41596 -2.66390 1.52082
H 7.65784 1.27189 3.06462
H 6.02022 1.23718 2.40066
H 7.41180 1.20131 1.32195
H 6.72868 -1.05919 3.14572
H 8.26065 -1.68438 -0.60020
H 7.20855 -0.26385 -0.44254
H 8.84337 -0.22533 0.22423
*
```

# 3
Density functional theory data (ωB97M-V/def2-TZVPD) for a molecular structure, C11H31BF3HgO7S in a non-equilibrium geometry.

Kohn-Sham gap: 7.04 eV
LUMO level: 2.644 eV
ΔE to the lowest compared entry with this formula, charge and spin: 57.2 kcal per mole

Geometry as ORCA input:
```
! RIJCOSX wB97M-V def2-TZVPD def2/J DEFGRID3
* xyz -1 1
Hg 0.58289 0.59089 -0.57840
B 0.47037 2.97336 -0.70015
H 0.16658 2.88057 0.33103
H 1.45459 2.55368 -0.83950
H -0.27041 2.39274 -1.22777
H 0.46356 3.98913 -1.06400
C -3.09377 0.44387 2.53407
F -3.90615 0.38157 1.48570
F -3.67875 1.04865 3.52724
F -2.81497 -0.80626 2.89767
S -1.43731 1.39987 2.18064
O -0.63107 1.29551 3.42787
O -0.84862 0.78315 0.97740
O -1.84753 2.79566 1.96081
C 3.51708 -0.10673 -2.74067
O 2.24981 -0.23916 -2.14379
H 3.81358 -1.04899 -3.20147
H 3.45631 0.67542 -3.49740
H 4.36649 -0.00105 -2.06581
C 4.05047 1.41807 0.61535
C 3.13596 0.34469 1.34188
C 3.39291 0.07227 2.78799
O 1.79202 0.80855 1.30981
H 4.13732 2.25186 1.31203
H 3.63152 1.65307 -0.36309
H 5.01749 0.91583 0.58850
H 3.11259 -0.58376 0.77131
H 3.19720 1.01759 3.29412
H 4.42499 -0.17986 3.03159
H 2.86807 -0.81090 3.15220
H 1.52941 1.24944 2.12114
C -1.16570 -3.41260 -0.68644
C -0.78376 -2.32938 0.31961
C -0.73410 -2.94598 1.70627
O 0.45700 -1.72581 0.00238
H -2.15621 -3.80336 -0.45343
H -0.39867 -4.18654 -0.71433
H -1.18115 -2.85479 -1.62277
H -1.56333 -1.57160 0.39801
H 0.07151 -3.68016 1.71407
H -1.70372 -3.36088 1.98159
H -0.41572 -2.29413 2.51980
H 1.04222 -2.35587 -0.42441
C -2.76229 1.61453 -2.01724
C -2.53336 0.16831 -1.68114
C -3.45235 -0.67728 -2.46460
O -1.19068 -0.14378 -2.08610
H -2.44404 2.16500 -1.13192
H -3.81749 1.88151 -2.07535
H -2.27913 2.04100 -2.89632
H -2.68089 0.10461 -0.60305
H -4.47805 -0.35803 -2.27987
H -3.48907 -1.71526 -2.13392
H -3.42237 -0.62335 -3.55286
H -1.22148 -0.09473 -3.04436
*
```

# 4
Density functional theory data (ωB97M-V/def2-TZVPD) for 6 unconnected molecules or ions with the total composition C11H31Cl4O10P in a non-equilibrium geometry.

Kohn-Sham gap: 10.51 eV
LUMO level: 0.534 eV
ΔE to the lowest compared entry with this formula, charge and spin: 0.0 kcal per mole

Geometry as ORCA input:
```
! RIJCOSX wB97M-V def2-TZVPD def2/J DEFGRID3
* xyz 0 1
C -3.35891 0.63899 0.89116
O -2.40252 1.46989 0.21418
P -2.74868 2.97024 -0.17689
O -1.84604 3.67531 -1.08343
O -4.21769 2.66508 -0.79637
C -5.02867 3.81948 -1.00637
O -3.05827 3.81971 1.14930
C -2.73478 3.37718 2.46486
H -3.71352 -0.12058 0.20500
H -4.13902 1.25703 1.34001
H -2.88569 0.23110 1.78804
H -4.63885 4.69407 -0.47972
H -5.98488 3.65523 -0.50099
H -5.28688 4.17328 -2.00366
H -1.85523 3.95379 2.77703
H -2.36591 2.35832 2.57943
H -3.53526 3.63534 3.15198
Cl -1.51215 -2.53347 3.22801
C -0.64886 -3.70911 2.23471
Cl -1.50853 -5.25545 2.15354
H -0.60829 -3.28010 1.23642
H 0.39474 -3.85817 2.49530
Cl 1.04062 -0.90670 0.60686
C 0.82433 0.84264 0.44553
Cl 0.33161 1.62564 1.93529
H 1.68105 1.30057 -0.04067
H 0.05906 0.99141 -0.31318
O 0.92347 2.79423 -2.22432
C 2.04468 3.07396 -3.05071
C 1.58749 3.17690 -4.50408
O 1.02556 4.43466 -4.85198
H 0.33052 3.55275 -2.16613
H 2.47816 3.99584 -2.65357
H 2.72636 2.22532 -3.02421
H 0.97610 2.31563 -4.78435
H 2.45447 3.03561 -5.16794
H 0.73179 4.44908 -5.76412
O 3.67573 -1.21758 2.75145
C 3.33502 -2.60104 2.76777
C 2.88041 -2.92129 4.19931
O 3.93977 -2.68354 5.12360
H 4.55203 -1.05572 3.10918
H 2.50194 -2.72011 2.07092
H 4.11099 -3.19979 2.28671
H 2.61386 -3.97696 4.27922
H 2.03230 -2.29392 4.47330
H 3.86809 -1.75885 5.37715
O 1.88915 -4.87161 -3.43936
C 1.53039 -3.65625 -2.84939
C 0.46206 -3.67392 -1.73790
O 0.94325 -4.45534 -0.64516
H 1.20375 -5.54422 -3.39175
H 2.40124 -3.11538 -2.47597
H 1.11402 -2.94352 -3.57747
H -0.45468 -4.10335 -2.15640
H 0.33721 -2.63241 -1.45142
H 1.53208 -5.11991 -1.01775
*
```

# 5
Density functional theory data (ωB97M-V/def2-TZVPD) for a molecular structure, C11H31ClI2N3P2Rh in a non-equilibrium geometry.

<S²>: 6.0248
Kohn-Sham gap (spin up / spin down): 5.10 / 5.74 eV
LUMO level (spin up / spin down): -8.807 / -8.846 eV
ΔE to the lowest compared entry with this formula, charge and spin: 195.1 kcal per mole

Geometry as ORCA input:
```
! RIJCOSX wB97M-V def2-TZVPD def2/J DEFGRID3
* xyz 2 5
I -0.68429 2.83705 1.27429
I -0.90342 -2.54486 3.11665
Rh 0.39686 0.11945 -0.90960
P -2.11117 -0.14139 -0.23339
C -3.02963 -0.20845 1.34577
C -2.82007 1.25141 -1.09775
H -3.90439 1.10558 -1.13034
H -3.72133 -1.18426 -1.60779
H -2.42582 1.23938 -2.11233
H -2.08455 -1.26960 -2.30335
H -2.49122 0.36518 2.12480
H -2.54928 2.20121 -0.65547
C -2.67722 -1.39273 -1.38120
H -4.01225 0.30988 1.32667
H -2.53127 -2.40569 -1.01662
H -3.13177 -1.22042 1.74474
P 2.48671 0.13587 -0.43719
C 3.45092 0.18794 1.05460
C 2.78339 -1.41775 -1.22043
H 2.37331 1.24751 -2.52434
H 3.99723 1.31419 -1.73480
H 2.66728 2.40956 -1.19994
C 2.92363 1.42978 -1.58750
H 2.21337 -1.44049 -2.15127
H 3.84345 -1.45956 -1.41944
H 4.50257 0.37782 0.83914
H 3.36405 -0.75871 1.60942
H 2.44752 -2.24768 -0.61220
H 3.13190 0.93223 1.78751
Cl 0.14274 -0.78526 -2.72416
C 1.15602 -1.64190 4.22502
N 0.49292 -0.45213 4.45387
C 0.35981 0.04714 5.82527
C -0.08406 0.28431 3.46389
N 0.42050 0.22514 2.22510
N -1.40475 1.01042 3.68892
C -2.43566 0.41058 4.49106
C -1.48970 2.45460 3.69336
H 0.91708 -2.40404 4.92325
H 2.22130 -1.62876 4.02907
H 0.67386 -2.09424 3.37726
H -0.42111 0.87527 5.96449
H 0.03266 -0.81503 6.49347
H 1.36004 0.45865 6.24837
H 0.89095 -0.76472 2.24086
H -2.36872 0.89381 5.51327
H -3.47629 0.61905 4.09523
H -2.29233 -0.71689 4.50804
H -0.87957 2.67510 2.76324
H -2.49747 2.83901 3.34619
H -0.93685 2.93453 4.48611
*
```

# 6
Density functional theory data (ωB97M-V/def2-TZVPD) for a molecular structure, C11H31N2O6SSi in a non-equilibrium geometry.

Kohn-Sham gap: 7.45 eV
LUMO level: 2.652 eV

Geometry as ORCA input:
```
! RIJCOSX wB97M-V def2-TZVPD def2/J DEFGRID3
* xyz -1 1
C -1.86069 -0.23901 -1.02578
Si -1.40993 -2.14183 -1.13322
C -1.58376 -2.66680 -2.97728
C -2.80902 -3.03748 -0.08557
O 0.19241 -2.34567 -0.44395
S 1.19580 -3.33510 -1.40190
O 1.79214 -2.56095 -2.63973
O 0.59139 -4.71355 -1.77698
O 2.58145 -3.69519 -0.41253
H -1.17750 0.36638 -1.77295
H -1.72414 0.14144 0.09641
H -2.99746 -0.12161 -1.36910
H -0.75231 -2.25595 -3.69160
H -2.64845 -2.29047 -3.35688
H -1.64236 -3.85880 -2.99805
H -3.80651 -2.88383 -0.72180
H -2.52849 -4.17288 -0.01579
H -2.89805 -2.50370 0.95999
C 1.58236 5.16875 -3.18956
C 0.28384 4.59342 -3.74968
C -0.69267 4.09930 -2.65758
O -0.33943 2.83899 -2.08089
C 0.63082 2.91880 -1.04726
N 0.60832 3.52427 -4.70656
H 2.26676 4.39603 -2.83165
H 2.11589 5.73005 -3.96623
H 1.38127 5.85813 -2.36265
H -0.21680 5.40173 -4.29630
H -1.67086 3.94246 -3.12810
H -0.84225 4.85613 -1.87848
H 0.52831 3.83043 -0.45192
H 1.63424 2.84879 -1.47214
H 0.49394 2.05795 -0.38620
H -0.25720 3.20471 -5.14300
H 0.91655 2.71291 -4.16152
C 0.56879 0.07993 4.62344
C 0.18811 -0.87598 3.49550
C -0.07004 -2.32298 3.97504
O 1.11752 -3.06880 4.25649
C 1.66335 -2.83674 5.54658
N 1.22967 -0.82964 2.45773
H 1.59592 -0.06127 4.96794
H 0.48811 1.11980 4.28422
H -0.10026 -0.04055 5.48211
H -0.74652 -0.50306 3.05940
H -0.56884 -2.86242 3.16076
H -0.75741 -2.34791 4.82888
H 0.88937 -2.65685 6.29798
H 2.36401 -2.00009 5.50954
H 2.22938 -3.72559 5.84044
H 0.92758 -1.40128 1.66799
H 2.04366 -1.33441 2.82243
*
```

# 7
Density functional theory data (ωB97M-V/def2-TZVPD) for a molecular structure, C11H31NO3P2Ta in a non-equilibrium geometry.

Kohn-Sham gap: 6.63 eV
LUMO level: 2.505 eV
ΔE to the lowest compared entry with this formula, charge and spin: 0.0 kcal per mole

Geometry as ORCA input:
```
! RIJCOSX wB97M-V def2-TZVPD def2/J DEFGRID3
* xyz -1 1
C 1.68135 1.24872 2.50342
C 0.48780 1.51294 3.43923
C -0.45110 0.32848 3.54421
C -1.19039 0.02355 2.22211
C -0.90609 -1.40884 1.73125
Ta -1.93855 -1.94630 -0.24046
C -1.09504 -0.06273 -1.29231
C 0.43962 -0.05294 -1.18489
P 1.29038 1.21038 -2.17645
O 1.83934 2.26865 -1.32554
O 2.46232 0.56534 -3.08281
C 3.07695 -0.64592 -2.61848
C 3.80363 -0.52960 -1.29615
O 0.29112 1.75689 -3.29534
C -0.14167 3.11638 -3.14420
C -1.24329 3.29945 -2.14460
P -2.79496 -4.20131 0.76112
N -2.99017 -4.07773 2.36106
H 1.75763 2.02174 1.75110
H 1.57328 0.29304 2.00823
H 2.62058 1.24046 3.04502
H 0.89280 1.73060 4.42490
H -0.03286 2.41367 3.13618
H 0.10398 -0.53663 3.88595
H -1.16652 0.54411 4.33340
H -2.24401 0.11145 2.44007
H -0.88174 0.76194 1.48942
H 0.17691 -1.49150 1.61237
H -1.17286 -2.08911 2.53606
H -0.49020 -2.89012 -0.91703
H -2.86939 -2.42492 -1.76998
H -3.43770 -0.98996 0.27866
H -1.52599 0.75344 -0.72856
H -1.42690 -0.03661 -2.32222
H 0.79745 -1.05628 -1.37174
H 0.70239 0.18265 -0.16347
H 2.37708 -1.47044 -2.61492
H 3.81429 -0.89637 -3.37182
H 4.74119 -0.00999 -1.41974
H 3.22676 -0.03512 -0.52654
H 4.00283 -1.53594 -0.94504
H 0.67873 3.78689 -2.92652
H -0.53051 3.40285 -4.11546
H -2.05986 2.61693 -2.32318
H -1.61928 4.31376 -2.22329
H -0.88582 3.17488 -1.13122
H -3.96973 -4.61917 0.08473
H -1.86182 -5.24033 0.46729
H -3.95520 -4.28705 2.59976
*
```

# 8
Density functional theory data (ωB97M-V/def2-TZVPD) for 5 unconnected molecules or ions with the total composition C11H31NO5 in a non-equilibrium geometry.

Kohn-Sham gap: 9.56 eV
LUMO level: 0.565 eV
ΔE to the lowest compared entry with this formula, charge and spin: 0.3 kcal per mole

Geometry as ORCA input:
```
! RIJCOSX wB97M-V def2-TZVPD def2/J DEFGRID3
* xyz 0 1
C -0.54435 1.02692 -3.00305
C -0.23597 0.72424 -1.53904
C 0.90446 1.66790 -1.07768
C -1.42451 1.02624 -0.62127
C -2.51717 -0.08900 -0.68204
C -2.03288 -1.52399 -0.70941
C -0.84591 -1.70686 -1.57631
C -0.21168 -3.09011 -1.32648
C -1.26934 -1.86393 -3.14837
N 0.15361 -0.61828 -1.34433
O 1.33709 -0.92074 -2.08160
H -1.61154 0.89601 -3.25035
H -0.40758 2.12212 -3.13286
H 0.06882 0.47761 -3.66353
H 0.48854 2.62773 -1.38953
H 0.88222 1.54820 -0.02143
H 1.86189 1.45461 -1.50483
H -1.04841 1.01801 0.43944
H -1.89118 2.03162 -0.80258
H -3.17226 -0.10118 0.18198
H -3.25700 0.01814 -1.57578
H -2.79384 -2.23745 -1.10891
H -1.76728 -1.76692 0.31772
H 0.29917 -2.94077 -0.33257
H 0.48249 -3.35442 -2.11852
H -1.13993 -3.65939 -1.16342
H -0.45145 -1.73174 -3.83763
H -2.14088 -1.35136 -3.49215
H -1.44165 -2.95376 -3.16690
H 1.99013 -1.03138 -1.43993
C 1.72291 3.23137 3.83135
C 1.61178 2.77505 2.37720
O 1.75068 1.29679 2.28670
H 1.01859 2.62168 4.46991
H 1.43175 4.27171 3.93093
H 2.76140 3.07666 4.13173
H 2.42004 3.17977 1.68952
H 0.61963 2.97688 1.87576
H 1.29771 0.93835 3.05686
O -0.30379 -0.28581 4.22891
H -0.79601 0.35643 3.75155
H 0.04470 -0.90597 3.59568
O 0.85046 -2.29780 2.60662
H 0.71902 -3.21362 2.33163
H 1.48014 -1.89060 1.93050
O 1.97193 -0.90435 0.72201
H 1.97896 -0.00954 1.18961
H 1.15647 -0.91505 0.16490
*
```